Entry 1:
The following is a DFT calculation (ωB97M-V/def2-TZVPD) of a cluster of 2 separate species, CH7N2 in total.

Summary:
LUMO level ... -4.5 eV
E_HOMO ... -16.06 eV
Total charge ... +1
E ... -151.5162 hartree
ΔE to the lowest compared entry with this formula, charge and spin ... 21.8 kcal per mole

The geometry in XYZ format:
```
10
Properties=species:S:1:pos:R:3:lowdin_charge:R:1
H 0.18903 0.46775 0.29983 0.11
H 2.12561 0.75330 -0.33952 0.08
N 1.55635 -0.01134 0.01105 0.04
N -0.96130 0.64060 -0.10305 0.09
C -1.57842 -0.42181 0.06462 0.06
H 1.35663 -0.82379 -0.61376 0.09
H -1.27116 1.50863 -0.52291 0.14
H -2.68963 -0.44125 0.07769 0.13
H 2.20024 -0.43760 0.80286 0.15
H -0.92735 -1.23448 0.32319 0.10
```

Entry 2:
The following is a DFT calculation (ωB97M-V/def2-TZVPD) of an isolated molecule of C4H4S.

Summary:
LUMO level ... -0.3 eV
E_HOMO ... -8.52 eV
E ... -552.8467 hartree
ΔE to the lowest compared entry with this formula, charge and spin ... 91.2 kcal per mole

The geometry in XYZ format:
```
9
Properties=species:S:1:pos:R:3:lowdin_charge:R:1
C 0.33603 0.59239 -0.15340 -0.40
H -1.49009 -0.55273 -0.85342 0.08
C -0.25068 -0.30773 1.00050 0.04
S 2.14367 1.38443 -1.92520 0.64
C 1.21414 0.23421 -1.22520 -0.66
C -0.91359 -0.20061 -0.10052 -0.04
H 1.31226 -0.75248 -1.62545 0.05
H 0.14366 -0.87806 1.90421 0.13
H 0.34190 1.82874 0.08688 0.16
```

Entry 3:
The following is a DFT calculation (ωB97M-V/def2-TZVPD) of a structure of composition C8H13N2OS.

Summary:
LUMO level ... -4.6 eV
E_HOMO ... -12.74 eV
Total charge ... +1
E ... -895.1362 hartree
ΔE to the lowest compared entry with this formula, charge and spin ... 117.2 kcal per mole

The geometry in XYZ format:
```
25
Properties=species:S:1:pos:R:3:lowdin_charge:R:1
C 2.65884 0.09480 -0.66592 -0.12
S -1.18350 0.28484 0.86836 1.08
C 0.60631 0.59496 0.25856 -0.44
H 2.73423 2.35950 -0.49845 0.10
C 1.12900 -0.06860 -0.74300 -0.07
H 3.69203 1.52444 0.77076 0.09
N -3.53905 -1.04504 0.01316 0.03
H 1.86368 0.67778 1.84574 0.12
H 3.03613 0.12195 -1.61176 0.07
H -4.21484 -1.49049 0.66371 0.19
H -0.53809 -2.21794 0.61214 0.11
H -4.12994 2.92949 -1.22854 0.17
C -3.42193 0.30479 0.05332 -0.19
C 2.86842 1.49146 0.11084 -0.08
N -3.89491 1.25726 -0.52790 0.05
O -3.52578 2.54153 -0.53467 0.05
C -2.34765 -1.78726 -0.27364 -0.22
H -1.76100 -1.72593 1.81132 0.09
H 3.14129 -0.62995 -0.11756 0.09
H 0.72680 -0.89328 -1.40076 0.14
C -1.30001 -1.46769 0.83874 -0.44
C 1.57690 1.34087 1.03271 -0.21
H -1.96317 -1.44524 -1.17413 0.10
H -2.37134 -2.90465 -0.24402 0.16
H 1.27675 2.32885 1.45536 0.13
```

Entry 4:
The following is a DFT calculation (ωB97M-V/def2-TZVPD) of a structure of composition C40H54BIrN8O2.

Summary:
LUMO level (alpha / beta) ... -2.0 / -5.0 eV
E_HOMO (alpha / beta) ... -9.63 / -10.59 eV
Total charge ... +1
E ... -2274.0560 hartree
Spin multiplicity ... 6

The geometry in XYZ format:
```
106
Properties=species:S:1:pos:R:3:lowdin_charge:R:1
H 3.07735 -1.76134 5.15188 0.10
H 5.39957 2.45772 -0.18918 0.09
H -4.53097 3.07281 -0.61294 0.09
H 3.08444 -3.67365 3.97418 0.09
H 0.22329 3.30308 6.00770 0.12
H -2.21527 -0.49659 -4.47561 0.10
H 1.02807 5.20698 -1.15717 0.08
H -2.76843 3.42247 2.57636 0.09
H 2.78466 -2.92471 0.24411 0.12
H -2.60173 -2.09259 -3.81297 0.09
H 2.84778 2.23887 -5.28873 0.09
C -3.61754 3.22772 1.91874 -0.04
H -2.62234 0.94168 2.59252 0.06
C -0.60268 3.81783 -0.95510 -0.25
C -2.57387 -3.57532 -0.62586 -0.10
N 1.44446 0.90884 0.67960 -0.09
B 1.31098 2.18325 -1.40938 -0.51
H -4.17260 1.39658 -0.96108 0.07
H -4.15151 -0.51842 -0.66402 0.09
C -4.83836 -3.73930 -1.44458 -0.02
H 0.19515 -1.44472 3.92980 0.07
H 2.59868 3.57669 5.35263 0.12
C 0.79446 -2.28201 3.57518 -0.02
N 0.47046 0.03318 -2.40550 0.10
H -0.32489 -2.65454 -2.06184 0.04
C -3.19520 0.81583 1.67414 -0.05
H -2.02211 -0.78432 -2.75190 0.06
H 4.48240 2.04881 -1.64639 0.08
N 2.10691 1.64881 -0.18881 0.08
H -1.03730 -5.11943 -0.90677 0.14
H 0.85230 -3.01340 4.38396 0.10
N -0.45815 -3.60962 0.39512 0.05
H -0.51389 -1.21916 -6.10151 0.09
C -1.80385 3.82123 -0.29536 0.03
C 2.28546 -1.05739 1.82324 -0.17
H 0.70107 -2.42910 -5.65627 0.09
C 1.96695 2.89293 4.80151 -0.01
C -5.03324 -2.36152 -1.25967 -0.04
H 2.79376 -3.77947 2.25158 0.05
H -0.56914 5.84010 -1.56591 0.09
H 4.11269 3.52926 -0.76683 0.09
C 0.61999 2.74349 5.17161 -0.05
H -2.45085 4.66925 -0.15826 0.12
H -1.00972 -2.86148 -5.68815 0.09
C 0.34232 1.16459 3.33128 -0.34
H 0.90635 -3.18279 -3.22249 0.10
C 4.41514 2.48824 -0.65049 0.00
C 1.72501 -2.72117 0.08092 -0.18
C -3.27850 2.12891 0.89765 -0.52
C -0.18045 1.89679 4.46277 0.04
C 0.43803 -0.52538 -3.61820 -0.24
O -1.77800 -1.38634 -0.13869 -0.17
C 2.51413 2.17212 3.72909 -0.02
C -3.61217 -4.32366 -1.13402 -0.01
H -0.76703 -3.74502 -3.38454 0.09
H 2.17320 -0.31589 4.75699 0.08
H -3.90633 4.16515 1.44460 0.08
C 1.71979 1.27036 -3.78360 -0.26
H -4.20375 0.49778 1.94674 0.10
C 3.62731 1.07605 1.33989 0.03
H -5.98846 -1.91597 -1.50310 0.12
H -2.72069 0.02034 1.11129 0.03
Ir -0.10402 -0.20745 0.23194 1.40
H 3.77660 -0.58158 4.05019 0.10
C 2.21299 -1.85707 3.18917 -0.49
H 0.26869 4.75567 -2.67957 0.08
N -0.98714 1.74054 -0.23456 0.01
H 0.25384 -2.73228 2.74221 0.06
C -0.46859 -1.68194 -3.97275 -0.54
O -0.42267 0.44846 2.65231 -0.01
C 1.24221 0.20199 -4.50886 0.03
H 1.86520 3.15861 -1.81655 0.11
N -0.10493 2.56761 -0.90227 0.04
H 2.01856 3.35708 -4.20663 0.08
C -4.40174 2.09206 -0.15477 -0.04
H -3.46654 -5.38714 -1.28034 0.12
H 4.14169 -2.82095 2.85121 0.10
C -2.73212 -2.13601 -0.47968 -0.31
H 1.58925 -2.50083 -0.97784 0.10
C -4.01958 -1.57847 -0.78579 0.03
C 1.75382 1.29621 3.00236 -0.07
H -5.34771 1.80297 0.30909 0.09
C 3.44079 1.74446 0.19249 -0.23
H 1.19310 -4.78113 -0.28267 0.13
C -1.91885 -1.24130 -3.73426 -0.03
H -1.22683 1.75915 4.70076 0.13
H 4.56112 0.95363 1.86479 0.13
H 1.41525 0.01155 -5.55370 0.11
C 3.10420 -3.10632 3.04284 -0.05
C 0.07563 4.96557 -1.62791 -0.01
H -5.64518 -4.34969 -1.82700 0.12
C 2.56116 2.41231 -4.25339 -0.01
C -2.01062 2.51176 0.15647 -0.22
H 1.15848 -4.33129 1.43509 0.10
C 0.92012 -3.99002 0.42829 -0.19
C 2.84142 -1.06694 4.34366 -0.03
C -0.30554 -2.06367 -5.44373 -0.06
N 1.30852 -1.53167 0.81289 -0.09
H 3.27681 -1.31184 1.43858 0.13
H 3.47039 2.52785 -3.66402 0.07
H 3.55837 2.31031 3.48385 0.12
H -4.45721 2.89794 2.53317 0.09
N 1.23722 1.14880 -2.52930 0.01
C -0.14068 -2.89262 -3.10614 -0.05
C 2.29846 0.52182 1.79705 -0.30
C -1.27705 -4.19965 -0.35676 -0.12
```

Entry 5:
The following is a DFT calculation (ωB97M-V/def2-TZVPD) of an isolated molecule of C5H12N2.

Summary:
LUMO level ... -3.2 eV
E_HOMO ... -7.17 eV
E ... -306.9687 hartree
ΔE to the lowest compared entry with this formula, charge and spin ... 163.5 kcal per mole

The geometry in XYZ format:
```
19
Properties=species:S:1:pos:R:3:lowdin_charge:R:1
H -2.70963 0.04366 1.42289 0.07
H -2.74438 1.05489 -0.10469 0.09
H 2.08288 1.71562 -0.25119 0.07
H 2.40649 -1.29175 1.37913 0.01
H -0.25740 1.46104 0.43185 0.13
H -1.08540 -1.42962 0.18458 0.12
N -0.99145 -0.20739 -1.53545 0.10
H 1.23153 0.98183 -1.64546 0.08
H -0.26299 0.19370 1.71510 0.12
H 1.00538 -1.09173 -0.32760 0.12
H -3.39874 -0.66806 -0.13522 0.10
C 1.88035 0.78080 -0.75729 -0.08
H -1.25515 -1.04790 -2.09240 0.05
H 2.87067 0.37119 -1.04558 0.09
C -0.13669 0.38740 0.63477 -0.13
C 1.20712 -0.15353 0.19876 -0.53
C -2.62620 0.03002 0.33700 -0.05
C -1.21722 -0.42058 -0.14514 -0.52
N 2.05896 -0.36940 1.37260 0.16
```

Number 1: F_max 0.0757 hartree/bohr. Number 2: F_max 0.0834 hartree/bohr. Number 3: F_max 0.0837 hartree/bohr. Number 4: F_max 0.0261 hartree/bohr. Number 5: F_max 0.0698 hartree/bohr.